Version i
The following is a quantum chemistry calculation of an isolated ion of composition C6H10N3O and charge +1, from the Open Molecules 2025 dataset.

The geometry in XYZ format:
```
20
Properties=species:S:1:pos:R:3:lowdin_charge:R:1
C 0.807 -0.984 0.117 -0.31
H -2.057 -0.284 -1.642 0.12
H -3.115 -1.245 -0.586 0.12
C 2.403 0.556 -0.048 -0.35
H -1.058 1.666 -0.478 0.10
C -0.869 1.070 0.398 0.09
N -1.521 -0.252 0.394 -0.15
H -2.007 -0.344 1.291 0.19
C 1.057 0.384 0.147 0.08
N 3.228 1.601 -0.106 0.19
H -0.667 -2.053 1.213 0.15
C -2.545 -0.321 -0.669 0.00
O 2.904 -0.686 -0.180 0.05
H 4.204 1.427 -0.271 0.13
H -0.888 -2.084 -0.539 0.14
C -0.587 -1.458 0.302 -0.01
H -0.874 1.582 1.344 0.10
N 1.918 -1.638 -0.081 0.12
H -3.233 0.520 -0.583 0.12
H 2.899 2.543 -0.023 0.12
```

## Properties
gap between HOMO and LUMO = 0.321 hartree
total charge = +1

***

Version ii
The following is a quantum chemistry calculation of an isolated ion of composition C6H10N3O and charge +1, from the Open Molecules 2025 dataset.

The geometry in XYZ format:
```
20
Properties=species:S:1:pos:R:3:lowdin_charge:R:1
N -0.700 0.020 2.715 0.24
C 0.238 0.704 1.682 -0.28
H -0.268 -0.438 3.417 0.10
H -1.251 0.925 3.107 0.24
H -0.219 2.435 0.803 0.19
O -0.180 2.042 1.781 -0.05
N 0.378 -0.083 -3.520 0.08
C 0.289 -1.281 -0.156 -0.09
N 0.432 -0.918 -1.537 -0.05
H 1.306 0.704 2.057 0.18
H -1.218 0.193 -0.001 0.15
C 0.546 -1.175 -2.834 -0.13
C 0.272 0.411 -1.408 -0.09
H -1.384 -0.700 2.259 0.21
C -0.113 0.177 0.215 -0.10
H 1.230 -1.492 0.371 0.13
H 0.172 1.870 -3.137 0.10
H 0.703 -2.171 -3.222 0.14
H -0.391 -2.125 0.130 0.14
C 0.158 0.900 -2.720 -0.12
```

## Properties
gap between HOMO and LUMO = 0.296 hartree
SMILES string = [NH3+][C@H](O)[C@@H]1Cn2cncc21
total charge = +1

***

Q: Which of them is the least stable? A: version ii.

***

Version i
The following is a quantum chemistry calculation of a 3-piece molecular cluster, C3H15N2O2S overall, from the Open Molecules 2025 dataset.

The geometry in XYZ format:
```
23
Properties=species:S:1:pos:R:3:lowdin_charge:R:1
H -2.408 2.163 -0.667 0.06
C 0.566 -0.645 0.101 -0.38
H 0.597 -1.309 -3.173 -0.14
H -1.664 3.126 -1.630 0.07
H -2.927 -0.415 -0.305 0.03
H 0.147 1.371 0.044 0.13
H 0.061 -0.041 2.950 0.09
C 1.250 -1.653 -0.797 -0.47
H -0.475 -0.840 0.329 0.12
H 1.370 -2.593 -0.265 0.08
H 2.133 -1.285 -1.309 0.09
O -1.567 2.318 -1.115 -0.04
S 0.119 -2.100 -2.200 0.75
O -3.167 -0.158 0.587 -0.04
H -0.195 0.665 -1.356 0.11
H 2.286 0.146 1.032 0.13
N 0.505 0.670 -0.611 0.17
N 0.531 0.496 2.231 0.03
H -2.606 -0.569 1.247 0.03
H 1.356 1.105 -0.972 0.18
H 1.022 1.233 2.724 0.09
H 1.674 -1.346 1.733 0.12
C 1.392 -0.340 1.419 -0.20
```

## Properties
gap between HOMO and LUMO = 0.371 hartree
total charge = +1

***

Version ii
The following is a quantum chemistry calculation of a 3-piece molecular cluster, C3H15N2O2S overall, from the Open Molecules 2025 dataset.

The geometry in XYZ format:
```
23
Properties=species:S:1:pos:R:3:lowdin_charge:R:1
O -3.089 -0.540 0.296 -0.04
C 1.649 -0.402 -0.690 -0.52
H -3.932 -0.445 0.760 0.08
O 0.100 2.123 -2.398 -0.05
H 1.606 -2.324 -2.068 -0.12
H 0.230 -0.803 3.390 0.08
N -0.592 0.505 -0.171 0.20
H 1.236 1.158 1.669 0.12
H -0.955 -0.401 2.326 0.05
C 0.960 0.101 1.689 -0.23
C 0.520 -0.395 0.309 -0.37
H 2.147 0.553 -0.884 0.09
H 0.206 -1.409 0.451 0.14
H 2.548 -0.873 -0.312 0.09
N -0.068 -0.112 2.716 0.02
S 1.145 -1.091 -2.306 0.75
H -3.212 -1.387 -0.155 0.08
H -1.494 0.008 -0.291 0.11
H 1.886 -0.392 1.959 0.13
H -0.769 1.172 0.586 0.16
H -0.263 1.103 -0.955 0.09
H 0.832 1.891 -2.984 0.06
H -0.691 1.962 -2.937 0.08
```

## Properties
gap between HOMO and LUMO = 0.367 hartree
total charge = +1

***

Q: Which of them is the least stable? A: version i.